# 1
{"formula": "C16H17Cl6O5", "method": "ωB97M-V/def2-TZVPD", "lumo_energy_ev": 2.53, "charge": -1, "homo_ev": -3.604, "symbols": ["Cl", "C", "Cl", "C", "O", "C", "Cl", "C", "Cl", "C", "Cl", "C", "Cl", "C", "C", "O", "C", "C", "C", "C", "C", "C", "O", "O", "C", "C", "O", "H", "H", "H", "H", "H", "H", "H", "H", "H", "H", "H", "H", "H", "H", "H", "H", "H"], "coordinates": [[0.690202, 1.676084, -0.074758], [3.557563, 3.893660, -2.228107], [4.426236, 2.517255, -1.774014], [2.516607, 3.700536, -3.264817], [2.019513, 2.595076, -3.513913], [1.959449, 4.945829, -3.809724], [0.885847, 4.799558, -5.113181], [2.155311, 6.146686, -3.141821], [1.390190, 7.568630, -3.715866], [2.806500, 6.174404, -1.878442], [2.763726, 7.577496, -0.913900], [3.418602, 4.991949, -1.389575], [3.874095, 4.881812, 0.262735], [1.732274, -3.127644, -0.632032], [0.455374, -2.446772, -0.222617], [0.862789, -1.247407, 0.472609], [-0.190968, -0.525852, 0.862035], [0.180939, 0.868220, 1.386849], [-1.021490, 1.605422, 2.044637], [-1.621690, 0.764889, 3.154573], [-2.078433, 1.986713, 1.015162], [1.477947, 0.769739, 2.258302], [2.441538, 0.096116, 1.950763], [1.446611, 1.558107, 3.349767], [2.707378, 1.656054, 4.084010], [3.026029, 0.402246, 4.845780], [-1.342092, -0.913898, 0.707071], [1.490068, -4.088530, -1.091040], [2.278731, -2.525256, -1.364721], [2.388189, -3.299085, 0.227520], [-0.146371, -2.174271, -1.102365], [-0.136967, -3.083225, 0.448250], [-0.590697, 2.520101, 2.470595], [-0.874368, 0.536480, 3.922006], [-2.448205, 1.317399, 3.616469], [-2.007377, -0.165922, 2.724096], [-1.670069, 2.669248, 0.262290], [-2.438394, 1.068373, 0.535674], [-2.908836, 2.488891, 1.526461], [3.501371, 1.870134, 3.364408], [2.555938, 2.499949, 4.756924], [3.955259, 0.520846, 5.404738], [2.239121, 0.166142, 5.567339], [3.158409, -0.423562, 4.145680]], "forces_ev_per_angstrom": [[0.63, 0.82, -0.99], [-1.80, 0.65, -0.48], [0.42, -0.88, 0.43], [-0.49, 0.59, 0.66], [0.68, -0.14, -0.54], [1.33, -0.14, 1.20], [-0.47, -0.04, -0.69], [0.19, -0.94, 0.89], [-0.13, 0.47, -0.20], [-0.06, -1.05, -0.61], [0.00, 0.72, 0.47], [-0.21, 0.58, -1.31], [0.47, 0.14, 0.27], [0.29, -0.16, -0.23], [0.38, -0.18, -0.10], [-1.17, -0.09, -0.06], [-1.03, -0.70, -0.43], [-0.02, -0.65, 1.01], [0.67, 0.13, -0.22], [-0.08, -0.19, 0.20], [-0.11, -0.01, -0.08], [0.98, -0.43, -0.18], [-1.10, 1.00, 0.52], [0.15, -0.15, -0.15], [-0.20, 0.13, -0.36], [-0.07, -0.46, 0.16], [1.30, 0.50, 0.34], [0.08, -0.01, 0.01], [-0.08, -0.07, 0.15], [-0.15, 0.01, -0.10], [0.07, -0.04, 0.39], [0.04, 0.28, -0.17], [-0.09, -0.13, -0.06], [-0.17, -0.01, -0.03], [0.15, -0.15, 0.01], [-0.04, 0.21, 0.31], [-0.22, -0.19, 0.15], [-0.10, 0.43, 0.00], [0.11, -0.11, -0.11], [-0.14, 0.11, 0.05], [0.01, 0.02, -0.18], [0.03, 0.12, -0.03], [0.01, -0.03, -0.11], [-0.06, 0.01, 0.20]]}

=====

# 2
{"formula": "C16H17Cl7HfO2", "method": "ωB97M-V/def2-TZVPD", "lumo_energy_ev": 3.94, "charge": -2, "homo_ev": 0.613, "symbols": ["C", "C", "C", "C", "C", "C", "C", "C", "C", "C", "Hf", "Cl", "Cl", "O", "H", "H", "H", "H", "H", "H", "H", "H", "H", "H", "H", "H", "H", "H", "H", "H", "O", "H", "Cl", "C", "C", "C", "Cl", "C", "Cl", "C", "Cl", "C", "Cl"], "coordinates": [[0.312970, -1.071197, -2.453712], [1.170990, 0.018166, -2.777085], [0.412934, 1.218588, -2.710186], [2.622562, -0.055324, -3.019180], [-0.935535, 0.867962, -2.425979], [-1.000656, -0.549312, -2.274493], [-2.186398, -1.345515, -1.924345], [0.705867, -2.482487, -2.303826], [0.959179, 2.588898, -2.836345], [-2.080809, 1.796622, -2.316859], [0.288202, -0.714930, 1.449802], [1.988526, 0.332095, 0.312017], [1.928375, -2.333824, 2.287399], [-1.208876, 0.422388, 0.851842], [2.919122, -1.072577, -3.280731], [3.204046, 0.234662, -2.133174], [2.914763, 0.613829, -3.836087], [1.842675, 2.700360, -2.194634], [0.213612, 3.326062, -2.522346], [1.253788, 2.801999, -3.871934], [-1.747772, 2.764905, -1.927011], [-2.831335, 1.391026, -1.631691], [-2.558166, 1.966517, -3.294418], [-3.004850, -0.690459, -1.611626], [-1.961129, -2.027050, -1.090616], [-2.527801, -1.934997, -2.788972], [1.798605, -2.577054, -2.255924], [0.319255, -3.094254, -3.133663], [0.287782, -2.872923, -1.362187], [-1.360425, 1.381952, 0.895045], [-0.552734, -2.311373, 0.568591], [-0.236317, -3.208413, 0.778796], [-0.443166, -1.132942, 4.242495], [0.298347, 0.446525, 4.241870], [0.386130, 1.109292, 3.040893], [0.597799, 2.475924, 2.991065], [0.398568, 3.367411, 1.534406], [0.989289, 3.146078, 4.180368], [1.282056, 4.828482, 4.175190], [1.104152, 2.407984, 5.388519], [1.726313, 3.144540, 6.786497], [0.739690, 1.043573, 5.433286], [0.842772, 0.118090, 6.863940]], "forces_ev_per_angstrom": [[-0.37, 1.72, -0.40], [-1.33, 0.00, 0.35], [-0.65, -1.23, 0.00], [0.44, 0.09, 0.03], [1.00, -1.10, -0.07], [1.40, 1.01, -0.14], [-0.41, -0.39, 0.14], [-0.03, -0.55, 0.16], [0.12, 0.01, -0.01], [-0.11, 0.13, 0.02], [-1.53, 0.75, -1.47], [1.06, 0.68, -0.60], [0.79, -0.66, 0.80], [-0.54, 0.39, 0.31], [0.15, -0.02, -0.10], [0.17, 0.03, -0.03], [0.18, -0.03, -0.08], [0.06, 0.21, -0.07], [0.12, 0.11, -0.09], [0.13, 0.32, -0.04], [-0.19, 0.10, -0.01], [-0.10, 0.15, -0.01], [-0.19, 0.17, 0.10], [-0.11, -0.13, 0.00], [-0.22, 0.09, -0.27], [-0.24, -0.14, 0.08], [-0.16, -0.17, -0.06], [0.16, -0.25, 0.04], [0.21, -0.11, -0.41], [0.21, -0.82, -0.17], [-0.07, -0.81, 0.96], [-0.14, 0.73, -0.19], [-0.09, -0.30, 0.19], [0.74, 1.87, 0.72], [-0.52, -0.92, -0.34], [0.68, -0.24, 1.90], [0.11, 0.05, -0.29], [-0.57, -1.37, -0.16], [0.17, 0.55, 0.11], [-0.33, -0.73, -1.28], [0.22, 0.44, 0.72], [-0.27, 0.49, -1.02], [0.05, -0.13, 0.67]]}

=====

# 3
{"formula": "C16H17ClHgN5O2S3", "method": "ωB97M-V/def2-TZVPD", "lumo_energy_ev": [4.00, 4.00], "charge": -2, "multiplicity": 2, "homo_ev": [-0.527, -2.525], "symbols": ["Hg", "N", "C", "N", "C", "N", "C", "C", "N", "C", "C", "N", "H", "H", "H", "H", "H", "S", "C", "C", "C", "C", "C", "C", "S", "H", "H", "H", "H", "C", "S", "C", "H", "H", "H", "H", "H", "H", "Cl", "C", "C", "O", "O", "H", "H"], "coordinates": [[-16.243004, 4.073491, 6.012346], [-15.639633, 8.718710, 5.797822], [-15.033953, 7.586578, 6.041036], [-15.884712, 6.594445, 5.921496], [-17.067302, 7.208041, 5.449985], [-16.934911, 8.530808, 5.368689], [-18.273159, 6.424842, 5.208321], [-19.480325, 7.076363, 4.973119], [-20.625322, 6.417414, 4.875807], [-20.473038, 5.067117, 4.915594], [-19.283812, 4.433290, 5.107052], [-18.150151, 5.057330, 5.297511], [-15.160938, 9.570587, 5.520436], [-13.972902, 7.663449, 6.291016], [-19.533376, 8.146095, 5.012496], [-21.371354, 4.476259, 4.715324], [-19.282744, 3.376389, 5.066737], [-15.003183, 3.106648, 7.859747], [-14.599878, 1.553269, 7.081528], [-14.383486, 0.527146, 7.977632], [-14.053023, -0.774555, 7.535538], [-13.859237, -0.995859, 6.180805], [-14.136365, 0.036950, 5.300068], [-14.545598, 1.292587, 5.695545], [-14.995416, 2.504258, 4.440312], [-14.560069, 0.636809, 9.023489], [-13.929011, -1.593641, 8.284298], [-13.485555, -1.876723, 5.693855], [-13.983382, -0.159453, 4.271983], [-10.230164, 0.718195, 5.447770], [-8.929050, 1.651591, 4.632524], [-9.198760, 3.308179, 5.285790], [-11.187787, 0.951343, 5.024972], [-10.309276, 0.788557, 6.519074], [-9.960394, -0.303793, 5.197722], [-8.688032, 3.401922, 6.241944], [-10.272666, 3.478659, 5.483086], [-8.747597, 3.981051, 4.598875], [-8.858403, 10.415213, 5.994234], [-9.993863, 9.111292, 5.461616], [-11.392232, 9.251905, 6.087015], [-11.538976, 10.017786, 7.041983], [-12.220239, 8.447610, 5.515471], [-9.575751, 8.116714, 5.716777], [-10.046822, 9.217703, 4.422548]], "forces_ev_per_angstrom": [[-0.02, 0.33, -0.28], [-0.96, 1.68, -1.27], [0.74, -0.50, 0.64], [-1.03, -0.25, -0.77], [1.25, 0.13, 0.93], [0.17, -0.66, -0.02], [0.81, 1.84, 0.04], [0.33, -1.12, 0.79], [-0.59, 0.72, -0.31], [-0.59, -0.80, -0.38], [-2.13, -0.61, -0.43], [1.98, 0.57, 0.44], [-0.14, -0.24, 0.44], [-0.15, -0.66, -0.10], [0.22, 0.45, -0.21], [0.27, 0.07, 0.18], [0.15, -1.07, 0.12], [-0.07, -0.18, -0.20], [-0.44, 0.82, 0.44], [0.20, -2.24, -0.76], [0.32, -0.18, 0.86], [-0.17, 0.68, -0.07], [0.27, -0.18, 0.39], [-0.39, 1.37, -0.31], [0.18, -0.63, 0.50], [0.00, 0.45, 0.54], [-0.04, 0.76, -0.67], [0.00, -0.71, 0.46], [-0.05, -0.02, -1.04], [0.32, -0.40, -0.46], [0.08, 0.03, 0.12], [-0.59, -0.77, 1.13], [-0.54, 0.10, -0.24], [0.34, 0.29, 0.45], [-0.27, -0.27, 0.05], [0.06, 0.07, 0.08], [0.51, 0.16, -0.53], [0.00, 0.79, -0.59], [0.25, -0.22, 0.01], [0.31, -0.34, 1.36], [-0.93, -1.19, -0.35], [-0.36, -0.07, -0.20], [0.94, 1.27, 0.78], [-0.12, 0.72, -0.07], [-0.15, -0.02, -1.51]]}